The following is a quantum chemistry calculation of C2H3N3O2PS as an isolated structure, from the OMol25 dataset.

Net charge: -1
E_HOMO, eV: -3.70
Calculated total energy, Ha: -1132.328801

CARTESIAN COORDINATES (ANGSTROEM)
C -0.14596 -0.94914 -1.38150
C -0.19658 0.04872 -0.32963
N -0.46987 -2.09925 -0.96528
N -0.54291 -0.65416 0.73073
N -0.76348 -1.90965 0.36239
O -0.08020 2.71524 -1.06495
O -0.39787 1.85377 1.29181
P 0.34858 1.71236 -0.06567
S 2.94266 1.21745 0.95451
H -0.20585 -0.81574 -2.46812
H -0.75780 -2.71129 1.00320
H 0.26928 1.59167 1.93252

---

The following is a quantum chemistry calculation of one molecule with the formula C2H3N3O2S, from the OMol25 dataset.

E_HOMO, eV: -9.72
SMILES: C=C/N=N\OS(#N)=O
Calculated total energy, Ha: -790.674214

CARTESIAN COORDINATES (ANGSTROEM)
C -1.17753 0.29427 1.10050
C -1.21564 -0.05419 -0.15905
N -0.77083 -1.27226 -0.78195
N 0.28334 -1.77138 -1.08686
O 1.42534 -1.06894 -0.95430
S 1.70291 0.47622 -0.21318
N 1.53319 0.52444 1.19886
O 2.27918 1.27400 -1.20553
H -0.81576 -0.20029 1.93862
H -1.61982 1.29111 1.26236
H -1.62440 0.50700 -1.09948

---

The following is a quantum chemistry calculation of one molecule with the formula C2H3N3O3, from the OMol25 dataset.

E_HOMO, eV: -9.30
SMILES: N/N=c1/o[nH]c(=O)o1
Calculated total energy, Ha: -467.895248

CARTESIAN COORDINATES (ANGSTROEM)
N 2.06336 -0.81074 -0.21886
N 1.63662 0.48880 -0.04523
C 0.38546 0.56569 0.01450
O -0.48911 1.55004 0.05426
N -1.75799 0.95068 -0.26990
C -1.55638 -0.46063 -0.11712
O -2.43830 -1.24416 -0.03319
O -0.30239 -0.62920 0.08835
H 2.00077 -1.20154 0.70136
H 2.98860 -0.66872 -0.36378
H -2.53065 1.45978 0.18962

---

For reference, strongest force on any atom by record: 0.0697 0.0761 0.0816 hartree/bohr.
For reference, energy above the lowest of the compared OMol25 structures with the same formula, charge and spin by record: 2.6994 7.1740 1.8796 eV.